Entry 1:
Computed, not measured: C19H19BBrN2O7PdS3 as an isolated structure, with ωB97M-V with the def2-TZVPD basis set.

Structure (ORCA input):
```
! RIJCOSX wB97M-V def2-TZVPD def2/J DEFGRID3
* xyz -1 3
Pd 0.05683 0.23394 -0.13115
O 3.51374 -0.25308 2.31627
S 2.69247 0.60317 1.46709
O 3.86895 1.60888 0.68868
O 2.17659 -0.13923 0.26703
C 4.02402 1.63331 -0.65646
C 5.32315 1.36482 -1.10646
C 5.64258 1.38013 -2.44613
C 4.65613 1.65529 -3.38806
C 3.37554 1.92909 -2.95674
C 3.03923 1.93163 -1.60055
S 1.32691 2.39412 -1.35218
O 0.55798 1.29894 -2.01790
O 1.19793 3.67427 -1.98434
O 0.93310 2.35369 0.07174
H 6.06006 1.13306 -0.34930
H 6.65708 1.16641 -2.75937
H 4.88200 1.66094 -4.44605
H 2.60237 2.15754 -3.67851
C 0.78376 0.19466 4.28706
S -0.34610 0.07428 2.89029
O -1.49480 -0.75364 3.33362
C -0.89825 1.77472 2.81630
C -2.25546 1.95454 2.58288
C -2.74460 3.23767 2.39814
C -1.88244 4.32400 2.44569
C -0.52740 4.13134 2.67355
C -0.02382 2.85267 2.85322
H 0.25978 0.63720 5.13164
H 1.66431 0.76057 3.99676
H 1.08728 -0.82712 4.50914
H -2.90885 1.09346 2.52953
H -3.79790 3.37874 2.19490
H -2.26440 5.32406 2.28391
H 0.14869 4.97608 2.68501
H 1.03915 2.70346 2.97942
B -4.73600 0.47776 -0.10129
C -3.16963 0.38673 -0.23388
N -2.02040 0.30905 -0.30367
H -5.18858 0.63378 -1.21421
H -5.11050 -0.55615 0.40833
H -4.96528 1.43833 0.60829
Br 0.19177 -1.85952 -2.77226
C 0.02244 -2.83256 -1.16338
C -0.18136 -4.20120 -1.20723
C -0.24619 -4.88270 -0.00484
C -0.09051 -4.17799 1.17768
C 0.10065 -2.81077 1.11141
N 0.14768 -2.13886 -0.03911
H -0.28322 -4.70183 -2.15798
H -0.41284 -5.95192 0.00510
H -0.12762 -4.66616 2.14052
H 0.21920 -2.22686 2.01022
*
```

Computed properties:
Electronic energy (Ha): -5292.95689
Energy relative to the best compared isomer or geometry (same formula, charge and spin) (kJ/mol): 0.0
<S²>: 2.005
Highest occupied orbital energy (alpha / beta) (eV): -6.395 / -6.409

***

Entry 2:
Computed, not measured: a 3-piece molecular cluster, C5H14NS3 overall in a non-equilibrium geometry, with ωB97M-V with the def2-TZVPD basis set.

Structure (ORCA input):
```
! RIJCOSX wB97M-V def2-TZVPD def2/J DEFGRID3
* xyz 1 1
C 2.51825 1.53547 -0.09702
C -0.35658 1.63805 2.06052
C -2.78709 -0.37951 -1.03865
C 1.01088 -2.43138 -0.84768
C 1.72184 1.31041 -1.14262
N 0.78300 -0.67248 1.30067
S -0.24439 0.34972 0.79730
S -2.86588 -0.89884 0.72989
S 1.39290 -1.98469 0.89319
H -3.09475 -2.11140 0.46531
H 3.33257 0.98160 0.22373
H 2.21571 2.39848 0.42864
H 0.74116 1.87958 2.21495
H -0.70302 1.32120 2.94939
H -0.95852 2.42078 1.76103
H -3.09044 -1.16581 -1.63592
H -1.67937 -0.01716 -1.27768
H -3.36864 0.59425 -1.05933
H 0.85334 -1.43000 -1.13110
H 0.17727 -3.00221 -0.90766
H 1.77398 -2.92777 -1.41331
H 1.65986 0.46825 -1.82488
H 0.96793 2.12346 -1.44878
*
```

Computed properties:
Electronic energy (Ha): -1447.79614
Energy relative to the best compared isomer or geometry (same formula, charge and spin) (kJ/mol): 180.6
Highest occupied orbital energy (alpha / beta) (eV): -12.464 / -12.463

***

Entry 3:
Computed, not measured: CH2I4N2P as an isolated structure in a non-equilibrium geometry, with ωB97M-V with the def2-TZVPD basis set.

Structure (ORCA input):
```
! RIJCOSX wB97M-V def2-TZVPD def2/J DEFGRID3
* xyz 1 1
C 0.26129 0.35267 0.83562
N 0.18124 -0.67836 0.03826
N 0.49864 1.60293 0.58246
P -0.40551 -2.15286 -0.04440
I 1.47554 -0.04467 -2.60269
I 0.10673 2.98584 2.01805
I -0.19106 -1.92037 -3.47564
I -2.65634 -2.23854 1.00594
H 0.01173 0.10119 1.87798
H 0.71775 1.99218 -0.23557
*
```

Computed properties:
Electronic energy (Ha): -1680.66856
Energy relative to the best compared isomer or geometry (same formula, charge and spin) (kJ/mol): 78.8
Highest occupied orbital energy (eV): -12.564

***

Entry 4:
Computed, not measured: C32H30Cl2CsF2N8OS as an isolated structure, with ωB97M-V with the def2-TZVPD basis set.

Structure (ORCA input):
```
! RIJCOSX wB97M-V def2-TZVPD def2/J DEFGRID3
* xyz -2 2
Cs 0.45480 0.21037 -1.04090
C 0.41721 -1.10919 3.62219
N 0.53038 -2.17066 2.64283
C -0.67086 -2.89553 2.29556
C -1.78022 -2.07214 1.69383
N -1.65080 -1.21147 0.73005
C -2.91708 -0.67052 0.53584
C -3.33894 0.31858 -0.35318
C -4.67049 0.68882 -0.30358
C -5.57311 0.09637 0.59083
C -5.16746 -0.88800 1.47603
C -3.82654 -1.24825 1.43135
N -3.06909 -2.13665 2.17574
C -0.28962 0.13535 3.15659
N 0.21324 1.00233 2.32996
C -0.81148 1.90674 2.07791
C -0.85119 2.98118 1.19410
C -2.03351 3.69222 1.09873
C -3.15497 3.35291 1.86753
C -3.13719 2.28109 2.74351
C -1.94798 1.56873 2.82508
N -1.57665 0.44006 3.53375
H 1.42067 -0.82273 3.93522
H -0.09694 -1.50491 4.50603
H 1.04224 -1.88111 1.81780
H -1.06225 -3.40329 3.18655
H -0.39138 -3.66870 1.57079
H -2.66243 0.78994 -1.06370
H -5.02307 1.46161 -0.97509
H -6.60796 0.41750 0.59040
H -5.86194 -1.34895 2.16872
H -3.40457 -2.83688 2.81187
H -0.01733 3.22763 0.55053
H -2.09589 4.49665 0.37894
H -4.06896 3.92214 1.74623
H -4.01792 1.98834 3.30258
H -2.19701 -0.19098 4.00822
Cl 4.11289 -0.63517 3.11534
C 4.18353 -1.96734 1.93102
Cl 3.32758 -1.60509 0.44464
H 3.73415 -2.83671 2.39723
H 5.22873 -2.12952 1.69707
N 3.63461 2.01073 0.12055
C 4.52541 2.21995 -0.95068
C 5.54463 3.16687 -0.83171
C 6.45433 3.34606 -1.86685
C 6.35949 2.58009 -3.01574
C 5.33853 1.61410 -3.16630
C 5.19912 0.81154 -4.32312
C 4.16599 -0.14212 -4.34976
C 3.29990 -0.25446 -3.28721
N 3.35633 0.51507 -2.16888
C 4.39192 1.42703 -2.11016
H 3.39687 2.85908 0.61366
H 2.79845 1.54154 -0.19536
H 5.61784 3.75178 0.08003
H 7.24200 4.08713 -1.77085
H 7.06712 2.71482 -3.82851
H 5.89129 0.92877 -5.14945
H 4.03880 -0.80508 -5.19896
H 2.52662 -1.02009 -3.31085
O 0.17731 -2.29218 -2.16860
N -0.97981 -2.84475 -1.98900
C -2.05737 -2.24033 -2.54882
C -3.34538 -2.65341 -2.31967
C -3.54263 -3.76252 -1.50059
C -2.44328 -4.41263 -0.98868
C -1.11568 -3.99287 -1.22237
S 0.24655 -4.81560 -0.62228
H -1.78977 -1.38669 -3.15508
H -4.16370 -2.10098 -2.75930
H -4.54147 -4.11804 -1.27666
H -2.55544 -5.29495 -0.37318
F -1.43210 2.89812 -3.43162
C -1.32477 2.78693 -1.99730
F -0.39020 3.86149 -1.69485
H -2.28210 3.27083 -1.68597
*
```

Computed properties:
Electronic energy (Ha): -3289.14073
Energy relative to the best compared isomer or geometry (same formula, charge and spin) (kJ/mol): 79.8
<S²>: 0.768
Highest occupied orbital energy (alpha / beta) (eV): 1.145 / -1.366

***

Entry 5:
Computed, not measured: a 2-piece molecular cluster, C11H30B2ClFN2O4S overall in a non-equilibrium geometry, with ωB97M-V with the def2-TZVPD basis set.

Structure (ORCA input):
```
! RIJCOSX wB97M-V def2-TZVPD def2/J DEFGRID3
* xyz 0 1
C -3.04990 -1.40587 1.61734
B -1.55520 -2.06279 1.49212
O -0.95873 -2.40436 2.76905
B -0.73948 -2.27636 0.03766
N -0.42961 -0.83840 -0.51543
C -1.60267 -3.05028 -1.12614
C -1.67254 -4.59460 -0.99176
F -0.69713 -5.19512 -1.79755
C 0.73344 -2.92874 0.36179
C 1.65519 -3.05759 -0.90658
C 3.14704 -2.67799 -0.58012
C 3.84404 -1.82901 -1.69781
S 3.52816 -0.00818 -1.53880
O 4.66179 0.66601 -0.84849
O 2.26651 0.26754 -0.80643
Cl 3.24939 0.82024 -3.44643
H -3.58299 -1.88413 2.46786
H -3.62531 -1.56040 0.68630
H -2.96915 -0.30967 1.80242
H -1.10109 -3.32312 2.98016
H -1.03954 -0.69216 -1.31645
H -0.58324 -0.13039 0.19858
H -1.21983 -2.76105 -2.12946
H -2.65778 -2.68539 -1.07144
H -1.64902 -4.96901 0.04374
H -2.64055 -4.92845 -1.42380
H 1.25874 -2.19845 1.02479
H 0.68840 -3.86978 0.95721
H 1.25691 -2.46668 -1.74983
H 1.65941 -4.13373 -1.17400
H 3.74293 -3.60963 -0.50346
H 3.25027 -2.12042 0.36580
H 3.64671 -2.18751 -2.72025
H 4.93818 -1.91760 -1.53746
C 0.83611 4.14201 1.27320
C 0.17788 4.41641 -0.07137
C -1.12106 5.21960 0.03073
O -2.16988 4.39417 0.50977
C -2.41544 4.47571 1.91722
N -0.18186 3.10249 -0.69043
H 0.27648 3.41841 1.86755
H 1.84018 3.73729 1.13249
H 0.92683 5.06170 1.85030
H 0.88499 4.91020 -0.73810
H -1.41857 5.53231 -0.97540
H -0.99675 6.12634 0.62396
H -2.11544 5.43791 2.33520
H -1.89141 3.66899 2.43337
H -3.48335 4.33949 2.08048
H 0.55828 2.39099 -0.60901
H -0.43331 3.19639 -1.67570
H -1.02703 2.75266 -0.21740
*
```

Computed properties:
Electronic energy (Ha): -1855.41749
Energy relative to the best compared isomer or geometry (same formula, charge and spin) (kJ/mol): 99.9
Highest occupied orbital energy (eV): -5.766